DFT (ωB97M-V with the def2-TZVPD basis set) results for a molecular structure, C8H10PS3 in a non-equilibrium geometry.

```
22
C8H10PS3, DFT ωB97M-V with the def2-TZVPD basis set
C -2.4411 -2.0841 1.5966
C -2.4039 -1.9913 0.1975
C -1.7484 -1.1480 2.3347
C -1.6119 -1.0923 -0.4580
C -1.1034 -0.1145 1.6236
C -0.9342 -0.1224 0.2545
C 2.2875 0.1231 -1.4257
C 0.8721 0.4670 -1.6787
P 2.2864 2.1282 0.7725
S 3.2582 1.6263 -0.9795
S -0.1041 1.3339 -0.4432
S 2.6135 4.1374 0.5862
H -3.1152 -2.7785 2.1778
H -2.9106 -2.6343 -0.4601
H -2.0637 -0.9500 3.2791
H -1.6365 -1.1448 -1.5801
H -0.5875 0.4700 2.2877
H 2.1654 -0.7070 -0.7417
H 2.8411 -0.3047 -2.3678
H 0.9025 1.0783 -2.5441
H 0.2980 -0.4770 -1.8542
H 3.1358 4.1847 -0.5770
```

Calculated values
charge = +1
energy relative to the best compared isomer or geometry (same formula, charge and spin) = 40.0 kJ/mol

DFT (ωB97M-V with the def2-TZVPD basis set) results for a molecular structure, C8H28B2ErN2OP2 in a non-equilibrium geometry.

```
44
C8H28B2ErN2OP2, DFT ωB97M-V with the def2-TZVPD basis set
Er -0.5697 -0.0114 0.2214
H -3.8293 -1.2194 0.5692
H 1.6879 -1.5856 -1.5904
P -0.6677 0.8167 -2.3691
P 0.9745 -1.2728 2.0727
C -0.0882 -0.6878 3.4560
H 0.3641 -1.0876 4.3730
H -0.1001 0.4153 3.4834
H -1.1002 -1.1088 3.3022
C 0.7899 -3.0713 2.2366
H 1.7671 -3.5478 2.0414
H 0.4475 -3.3319 3.2544
H 0.0429 -3.4362 1.4985
C 2.5918 -0.9821 2.8951
H 2.7784 0.1076 2.8829
H 2.5334 -1.3306 3.9369
H 3.3777 -1.5214 2.3455
C -2.1372 0.1178 -3.2206
H -2.3556 0.6754 -4.1394
H -1.9921 -0.9433 -3.4438
H -2.9764 0.2162 -2.5091
C -1.1862 2.5685 -2.2806
H -0.2927 3.1630 -2.0618
H -1.6230 2.8806 -3.2345
H -1.9134 2.7015 -1.4677
C 0.5760 0.9283 -3.7036
H 0.6516 -0.0376 -4.2201
H 0.3024 1.7103 -4.4289
H 1.5565 1.1897 -3.2619
C 1.5091 0.2438 -0.5531
O 2.5763 0.5085 -0.9695
H 1.6559 -2.8573 -2.6779
H 2.0654 -3.1058 -1.0677
H -0.3731 -2.9292 -0.3291
H -0.7623 -2.0998 -2.2887
B -0.1009 -2.4110 -1.3764
N 1.4312 -2.5809 -1.7145
H -4.0304 -0.7197 1.0934
B -0.5825 4.3619 2.4125
C -0.4507 3.0556 1.7040
N -0.5373 1.9731 1.1931
H -1.7479 4.6753 2.2778
H 0.1058 5.3390 2.0245
H -0.3685 4.2311 3.6337
```

Calculated values
2S+1 = 5
charge = +2
DFT total energy = -2253.11658 Ha

DFT (ωB97M-V with the def2-TZVPD basis set) results for 5 unconnected molecules or ions with the total composition C19H38N3O12S in a non-equilibrium geometry.

```
73
C19H38N3O12S, DFT ωB97M-V with the def2-TZVPD basis set
C -1.7555 5.1654 -1.9378
C -1.3327 4.0415 -2.8963
C -0.1041 3.2360 -2.4735
C 0.5024 2.5308 -3.6946
N -0.3637 2.1468 -1.4456
C -1.7096 2.1125 -0.8152
C -1.8071 0.9616 0.1593
N -2.2021 -0.1448 -0.3173
N 0.7087 2.0529 -0.4717
C 0.7427 2.9734 0.3684
S 0.8855 4.1332 1.3519
H -2.5433 4.8640 -1.2552
H -2.1829 5.9625 -2.5397
H -0.9064 5.5956 -1.4157
H -1.0365 4.5237 -3.8228
H -2.1749 3.4124 -3.1695
H 0.6499 3.9349 -2.1273
H -0.1876 1.8012 -4.1106
H 0.8047 3.2729 -4.4213
H 1.4182 2.0280 -3.3805
H -0.3005 1.2624 -1.9544
H -1.9485 3.0517 -0.3262
H -2.4673 1.9251 -1.5655
H -1.5303 1.1034 1.2007
H -2.2435 -0.8506 0.4175
C -5.1967 0.2268 1.7266
O -5.7652 0.8512 2.8721
C -4.9584 1.7488 3.4328
O -3.8544 2.0418 3.0363
O -5.5702 2.2633 4.4878
C -4.8168 3.2510 5.1983
H -5.9215 -0.4818 1.3355
H -4.9769 0.9703 0.9608
H -4.2899 -0.3104 2.0021
H -4.5975 4.1012 4.5556
H -3.8944 2.8236 5.5859
H -5.4410 3.5742 6.0250
C -5.4731 -3.5444 -1.7072
O -6.7018 -4.2394 -1.5112
C -7.2902 -4.0003 -0.3394
O -6.8723 -3.2689 0.5215
O -8.4109 -4.7068 -0.2873
C -9.1560 -4.5516 0.9250
H -5.1123 -3.8319 -2.6902
H -5.6316 -2.4671 -1.6803
H -4.7424 -3.8350 -0.9541
H -9.4632 -3.5162 1.0561
H -8.5692 -4.8805 1.7799
H -10.0349 -5.1805 0.8253
C 7.3178 -0.8905 -2.2935
O 6.1517 -0.9389 -1.4598
C 5.5510 0.2294 -1.2820
O 5.8834 1.2860 -1.7462
O 4.4946 0.0329 -0.4825
C 3.7695 1.2221 -0.1925
H 7.6973 -1.9068 -2.3438
H 7.0595 -0.5486 -3.2932
H 8.0735 -0.2422 -1.8559
H 3.3757 1.6635 -1.1065
H 4.4015 1.9405 0.3285
H 2.9465 0.9338 0.4539
C 6.4214 -3.1396 0.6890
O 7.5451 -4.0144 0.5636
C 8.4259 -3.9133 1.5590
O 8.3389 -3.1716 2.5012
O 9.4154 -4.7709 1.3261
C 10.4413 -4.7704 2.3227
H 5.7895 -3.3149 -0.1752
H 5.8610 -3.3630 1.5958
H 6.7419 -2.1034 0.6918
H 10.0350 -5.0532 3.2915
H 10.9143 -3.7926 2.3861
H 11.1736 -5.5075 2.0079
```

Calculated values
charge = +1
energy relative to the best compared isomer or geometry (same formula, charge and spin) = 0.0 kJ/mol

DFT (ωB97M-V with the def2-TZVPD basis set) results for 3 unconnected molecules or ions with the total composition C4H14NO3 in a non-equilibrium geometry.

```
22
C4H14NO3, DFT ωB97M-V with the def2-TZVPD basis set
O -0.2239 -0.9832 -1.9012
C 0.3561 -0.4438 -1.0473
C -0.4133 0.2940 0.0373
C 0.3130 -0.1831 1.3239
C 1.5282 0.7799 1.4937
N -1.9348 -0.0288 -0.0941
H 1.5006 -0.3847 -1.0992
H -0.2705 1.4108 -0.1992
H 0.8274 -1.2035 1.2692
H -0.1212 -0.1447 2.3908
H 2.3552 0.5270 0.8071
H 1.3286 1.7943 1.1282
H 2.0870 0.7914 2.4603
H -2.1042 -1.0301 -0.2300
H -2.3440 0.5143 -0.8921
H -2.4075 0.2614 0.7759
H 1.2762 2.4008 -1.3250
H 0.9451 2.5021 -2.8681
O 0.6024 2.4534 -2.0219
H -1.3227 -3.4167 -0.7023
H -0.8405 -3.1528 0.7587
O -1.1372 -2.7579 -0.0645
```

Calculated values
charge = +1
energy relative to the best compared isomer or geometry (same formula, charge and spin) = 169.9 kJ/mol

DFT (ωB97M-V with the def2-TZVPD basis set) results for a single C5H11Cl molecule in a non-equilibrium geometry.

```
17
C5H11Cl, DFT ωB97M-V with the def2-TZVPD basis set
C -1.7666 1.1321 -0.2157
C -0.8822 0.1164 0.5288
C 0.5325 0.1143 0.1076
C 1.1394 -1.0864 1.0126
C 1.0735 -0.1338 -1.2513
H -2.5003 1.3828 0.4755
H -2.1861 0.7487 -1.0718
H -1.2864 2.0541 -0.4354
H -1.2369 -0.8587 0.2659
H -0.8032 0.3402 1.6806
H 0.9161 1.1113 0.4588
H 0.4453 -1.8407 0.8842
H 1.2926 -0.8375 2.0394
H 2.1072 -1.3648 0.7636
H 0.5816 0.5985 -1.8908
H 2.1065 0.0392 -1.3764
Cl 0.4669 -1.5156 -1.9754
```

Calculated values
SMILES string = CC[C@@H](C)CCl
charge = 0
energy relative to the best compared isomer or geometry (same formula, charge and spin) = 133.1 kJ/mol

DFT (ωB97M-V with the def2-TZVPD basis set) results for a molecular structure, C13H6ClF6I2MnN2O7S2 in a non-equilibrium geometry.

```
40
C13H6ClF6I2MnN2O7S2, DFT ωB97M-V with the def2-TZVPD basis set
Mn 9.6294 10.7860 5.8628
I 5.0967 13.1904 6.8768
C 6.9279 13.9313 6.1995
C 6.9839 15.3091 5.9891
C 8.1669 15.9237 5.6540
I 8.2392 17.9095 5.1382
C 9.3316 15.1441 5.5927
C 10.6355 15.6290 5.2392
C 11.7031 14.7370 5.1377
C 11.4701 13.3580 5.3503
N 10.3221 12.9160 5.6854
C 9.2772 13.7776 5.8198
C 8.0348 13.1020 6.1964
O 8.0157 11.8558 6.5305
H 6.1395 16.0011 6.0002
H 10.8219 16.6752 5.1271
H 12.6653 15.1511 5.0229
H 12.3010 12.6720 5.3263
F 6.6260 7.2634 3.3872
C 6.0195 7.9303 4.3559
F 4.9798 7.1814 4.8989
F 5.5142 9.0756 3.8364
S 7.0935 8.3423 5.7638
O 8.2082 9.1506 5.2523
O 6.2518 9.0721 6.6210
N 7.5086 6.9072 6.3291
S 8.9597 6.4430 6.6104
O 8.9811 5.2462 7.4060
O 9.8001 7.5422 6.8602
C 9.4813 5.6936 4.9913
F 10.7206 5.2321 5.0261
F 9.4257 6.6152 4.0263
F 8.6619 4.6912 4.5795
Cl 14.5135 10.0064 4.8014
C 13.2220 9.0460 5.5262
C 11.8457 9.7547 5.6579
O 11.5280 10.3096 6.7117
O 11.0839 9.7154 4.6598
H 13.4106 8.7535 6.5705
H 13.0937 8.1595 4.9369
```

Calculated values
2S+1 = 6
charge = -1
energy relative to the best compared isomer or geometry (same formula, charge and spin) = 0.0 kJ/mol